Here is C40H67AlBrN18O4P2 as an isolated structure at a distorted geometry from OMol25. Energies are from ωB97M-V/def2-TZVPD.

Geometry (Å):
C (0.56326, 0.39121, -1.07724)
C (0.59990, 1.93300, -1.17228)
C (-0.56331, 2.42245, -2.08367)
C (-1.68752, 3.16212, -1.30217)
O (-2.91367, 2.45867, -1.30492)
Al (-3.05363, 1.17995, -0.08279)
Br (-5.07634, 1.63104, 1.15510)
P (-3.46194, -0.90301, -1.16577)
P (-4.28405, -0.36736, -3.09128)
O (-3.41620, 0.52368, -3.89493)
O (-4.63938, -1.71680, -3.90444)
O (-5.68026, 0.36537, -2.78942)
H (-0.48050, 0.07514, -1.04466)
H (1.01048, -0.01851, -1.99290)
H (1.09584, 0.00316, -0.20303)
H (0.48314, 2.32596, -0.15626)
H (1.58600, 2.28187, -1.51137)
H (-0.12740, 3.08880, -2.84595)
H (-1.02488, 1.58996, -2.62513)
H (-1.84868, 4.10730, -1.84836)
H (-1.35286, 3.44769, -0.29366)
H (-1.78860, 1.01655, 0.86195)
H (-2.19352, -1.50724, -1.32268)
H (-3.77841, -1.99399, -4.24476)
H (-5.46061, 1.27637, -2.53676)
C (-6.01285, -3.21917, 1.80584)
C (-4.62637, -2.80907, 2.00122)
N (-3.53858, -2.47622, 2.15736)
H (-6.67886, -2.48462, 2.25557)
H (-6.23134, -3.28859, 0.74054)
H (-6.18271, -4.18368, 2.27012)
C (-4.56767, -3.95029, 5.81947)
C (-4.68599, -4.76510, 4.61528)
N (-4.77846, -5.37932, 3.65021)
H (-5.55561, -3.75740, 6.23360)
H (-3.96416, -4.47045, 6.56126)
H (-4.09282, -3.00163, 5.57181)
C (-0.49420, -2.48178, 4.09622)
C (0.30066, -2.05394, 5.24294)
N (0.92984, -1.71709, 6.14374)
H (-1.27674, -1.75187, 3.89070)
H (0.14694, -2.56284, 3.21155)
H (-0.95578, -3.44665, 4.30272)
C (-7.97004, -6.54059, 0.37910)
C (-8.51131, -5.37594, 1.06724)
N (-8.92329, -4.46449, 1.63040)
H (-6.88194, -6.48592, 0.37272)
H (-8.27255, -7.44870, 0.90012)
H (-8.33474, -6.57274, -0.64699)
C (-5.07423, -6.16550, -2.14233)
C (-4.78194, -4.82166, -2.63472)
N (-4.55176, -3.76350, -3.02176)
H (-4.40685, -6.40933, -1.31654)
H (-6.10347, -6.21752, -1.79593)
H (-4.93319, -6.89187, -2.94093)
C (2.40101, -4.18425, 0.76632)
C (1.51883, -3.06847, 1.09280)
N (0.82660, -2.18924, 1.34970)
H (2.70357, -4.69539, 1.67873)
H (1.88136, -4.88753, 0.11820)
H (3.28729, -3.81488, 0.25387)
C (3.30031, 5.25517, -2.04564)
C (2.37557, 5.02743, -3.15403)
N (1.64465, 4.84336, -4.02135)
H (3.20844, 4.45216, -1.31614)
H (4.32502, 5.28311, -2.41740)
H (3.07348, 6.19726, -1.55981)
C (0.93563, 1.06046, 3.30524)
C (0.59059, 2.25084, 2.53341)
N (0.31874, 3.16674, 1.89695)
H (0.59311, 1.17126, 4.33302)
H (0.45655, 0.18861, 2.85878)
H (2.01521, 0.91404, 3.30284)
C (4.63842, -0.85650, 6.90931)
C (4.66877, -0.45851, 5.50436)
N (4.69259, -0.14617, 4.39987)
H (3.60747, -1.02219, 7.22152)
H (5.20386, -1.77672, 7.04454)
H (5.07859, -0.07431, 7.52523)
C (5.97016, 3.48831, -4.34220)
C (6.80793, 3.82296, -3.19669)
N (7.47265, 4.08672, -2.29704)
H (5.20111, 4.24518, -4.47412)
H (6.57911, 3.44240, -5.24310)
H (5.49421, 2.52159, -4.18326)
C (-6.57783, -8.84728, 3.70773)
C (-7.47497, -9.18710, 2.60600)
N (-8.17597, -9.45452, 1.73581)
H (-6.68322, -9.57839, 4.50721)
H (-5.54735, -8.84512, 3.35794)
H (-6.82201, -7.85814, 4.09169)
C (-12.49641, -3.94995, 1.97812)
C (-13.12382, -2.96210, 2.85263)
N (-13.61692, -2.18759, 3.54190)
H (-11.42982, -3.74540, 1.88768)
H (-12.63177, -4.94782, 2.39078)
H (-12.95220, -3.91022, 0.98995)
C (10.92773, 3.46701, -1.15278)
C (12.08285, 2.66179, -1.54321)
N (12.99070, 2.02862, -1.85021)
H (10.09633, 3.27955, -1.83017)
H (10.62228, 3.21120, -0.14012)
H (11.18368, 4.52414, -1.19886)
C (-10.65569, -4.02240, -1.87102)
C (-11.15513, -5.39682, -1.80195)
N (-11.54795, -6.47479, -1.74842)
H (-9.82126, -3.96487, -2.56780)
H (-11.44919, -3.36032, -2.21233)
H (-10.31875, -3.69874, -0.88676)
C (13.86458, 7.18710, -1.09838)
C (12.90260, 7.00084, -2.18228)
N (12.14958, 6.85954, -3.03796)
H (13.76247, 6.38403, -0.37062)
H (14.87669, 7.17738, -1.49802)
H (13.68499, 8.14034, -0.60489)
C (9.85147, 1.18545, -4.63649)
C (8.92229, 0.98455, -5.74745)
N (8.18639, 0.83359, -6.61559)
H (9.73692, 0.38427, -3.90879)
H (10.87565, 1.18789, -5.00440)
H (9.64494, 2.13892, -4.15234)
C (5.85687, 8.12153, -3.14201)
C (5.87292, 7.23227, -4.29965)
N (5.88550, 6.53546, -5.21198)
H (6.76000, 7.97565, -2.55091)
H (5.81082, 9.15712, -3.47612)
H (4.98698, 7.90587, -2.52269)
C (4.95222, 9.71418, 0.24833)
C (4.46304, 8.33778, 0.22999)
N (4.08478, 7.25430, 0.21040)
H (5.74842, 9.83421, -0.48453)
H (4.14006, 10.39774, 0.00764)
H (5.33930, 9.95513, 1.23646)

Orbital gap = 5.76 eV
Electronic energy = -6350.16069 Eh
Lowest unoccupied orbital energy = 1.36 eV
Total charge = -1
2S+1 = 1
HOMO level = -0.162 hartree